[1]
38
Properties=species:S:1:pos:R:3:mulliken_charge:R:1 method="wB97M-V/def2-TZVPD" e_tot_ha=-1009.06163 orbital_gap_ev=7.993 relative_energy_kj_mol=1605.52 largest_force_ev_per_a=19.56 homo_energy_ev=-8.122
C 3.178 -1.969 0.984 -0.34
C 2.330 -2.529 1.698 -0.63
O 1.257 -2.786 0.956 -0.37
C 1.400 -2.583 -0.331 0.12
C 2.611 -2.166 -0.562 -0.70
H 3.000 -1.724 -1.254 0.85
C 0.198 -2.948 -1.162 -0.74
N -1.002 -2.143 -1.279 -0.54
C -1.211 -1.036 -0.660 0.08
N -0.219 -0.244 0.036 -0.08
C -0.933 1.102 0.633 -0.05
N -0.471 1.955 1.170 -0.20
C 1.081 1.734 1.413 -1.30
C 1.859 2.297 0.322 0.73
C 2.126 3.370 -0.461 -0.88
C 2.789 3.017 -1.379 -0.12
C 2.979 1.532 -1.463 -0.54
O 2.290 1.120 -0.356 -0.09
H 3.502 1.114 -2.264 0.54
H 3.230 3.773 -2.115 0.30
H 1.828 4.363 -0.086 0.43
H 1.089 2.822 2.399 0.32
H 1.419 1.091 2.020 0.60
C -2.366 0.798 0.508 0.59
C -3.384 1.716 0.421 -0.94
C -4.558 1.151 0.248 -0.13
C -4.803 -0.238 -0.453 -0.73
C -3.694 -0.695 -0.812 -0.05
C -2.555 -0.478 -0.270 0.53
H -3.817 -1.816 -1.257 0.18
H -5.797 -0.240 -0.801 0.41
H -5.536 1.706 0.373 0.31
H -3.204 2.499 1.237 0.28
H 0.720 -0.452 0.000 0.50
H 0.024 -3.959 -1.336 0.30
H 0.725 -2.352 -2.279 0.24
H 2.174 -2.701 2.584 0.79
H 4.084 -1.575 1.461 0.31


[2]
39
Properties=species:S:1:pos:R:3:mulliken_charge:R:1 method="wB97M-V/def2-TZVPD" e_tot_ha=-1095.11769 orbital_gap_ev=7.730 relative_energy_kj_mol=88.19 largest_force_ev_per_a=6.40 homo_energy_ev=-7.547
C -4.936 0.991 0.904 -1.22
C -3.719 0.287 1.190 0.46
C -3.407 -1.041 1.264 -0.66
C -2.077 -1.127 1.737 -0.29
C -1.590 0.184 1.775 0.41
B 0.216 -1.043 -2.729 0.52
F 0.715 -2.262 -2.869 -0.20
F -0.994 -0.761 -3.194 -0.22
F -0.706 0.792 2.588 -0.33
O -2.598 1.025 1.516 -0.34
H -5.749 0.253 0.914 0.33
H -5.173 1.769 1.642 0.32
H -4.920 1.448 -0.096 0.26
H -4.071 -1.877 1.059 0.43
H -1.520 -2.032 1.930 0.52
C 0.032 -0.389 -0.572 -0.80
C 1.074 -1.191 0.100 1.10
C 1.157 -1.246 1.514 0.30
C 2.255 -1.767 2.186 -1.15
C 3.311 -2.337 1.462 -0.33
C 3.246 -2.340 0.063 -1.10
C 2.182 -1.727 -0.598 -0.55
C 0.560 0.903 -1.039 0.42
C 0.719 2.006 -0.162 -0.06
C 1.417 3.149 -0.558 -0.87
C 1.954 3.218 -1.849 -0.38
C 1.816 2.123 -2.723 -0.88
C 1.127 1.002 -2.316 0.09
H -1.011 -0.485 -0.327 0.48
H 0.371 -0.764 2.082 0.42
H 2.273 -1.734 3.279 0.41
H 4.166 -2.767 1.974 0.38
H 4.044 -2.803 -0.525 0.36
H 2.236 -1.657 -1.672 0.30
H 0.335 1.914 0.859 0.34
H 1.533 3.978 0.150 0.39
H 2.482 4.109 -2.173 0.38
H 2.243 2.159 -3.728 0.40
H 1.008 0.041 -3.059 0.35


[3]
54
Properties=species:S:1:pos:R:3:mulliken_spin:R:1 method="wB97M-V/def2-TZVPD" multiplicity=2 e_tot_ha=-5887.61823 orbital_gap_ev="5.986 / 6.696" relative_energy_kj_mol=30.89 charge=+1 largest_force_ev_per_a=1.16 homo_energy_ev="-11.626 / -11.625"
V 0.200 -0.202 -0.146 1.12
O 2.919 1.243 5.183 0.00
C 2.418 0.953 3.988 0.00
C 2.969 0.000 3.128 0.00
C 2.367 -0.221 1.922 0.02
N 1.264 0.452 1.509 -0.01
C 0.743 1.346 2.369 0.00
Br -0.827 2.192 1.808 0.00
C 1.274 1.645 3.595 0.00
H 3.700 0.709 5.382 0.00
H 3.848 -0.568 3.401 0.00
H 2.751 -0.958 1.235 0.00
H 0.816 2.376 4.244 0.00
C -2.512 -0.087 -2.275 0.00
C -1.611 1.091 -2.170 0.04
N -0.582 1.233 -1.328 -0.04
C -0.009 2.474 -1.585 0.02
C -0.717 3.083 -2.553 0.01
N -1.708 2.193 -2.923 0.00
C -2.654 2.440 -4.028 0.00
N -1.953 2.898 -5.173 0.00
N -2.038 4.216 -5.532 0.00
N -1.286 4.425 -6.533 0.00
C -0.668 3.235 -6.881 0.00
C 0.245 2.958 -7.905 0.00
C 0.710 1.668 -7.988 0.00
C 0.285 0.670 -7.081 0.00
C -0.615 0.930 -6.073 0.00
C -1.083 2.247 -6.004 0.00
H -2.439 -0.706 -1.387 0.00
H -2.247 -0.699 -3.139 0.00
H -3.549 0.231 -2.378 0.00
H 0.844 2.834 -1.038 0.00
H -0.608 4.039 -3.036 0.00
H -3.354 3.220 -3.737 0.00
H -3.188 1.513 -4.223 0.00
H 0.568 3.730 -8.588 0.00
H 1.417 1.401 -8.761 0.00
H 0.682 -0.331 -7.187 0.00
H -0.936 0.155 -5.390 0.00
F 2.897 -0.791 -0.895 0.00
C 2.031 0.253 -1.122 -0.07
F 1.890 0.359 -2.465 0.00
H 2.519 1.166 -0.760 0.00
F -1.605 -0.768 0.733 0.00
P -1.342 -2.145 1.849 0.00
F -0.899 -3.321 2.766 0.00
F -0.948 -1.034 2.920 0.00
F -2.851 -2.080 2.246 0.00
F 0.251 -1.957 1.228 0.01
F -1.632 -3.079 0.605 0.00
O 0.723 -3.766 -1.951 -0.03
C 0.459 -2.690 -1.645 0.00
N 0.169 -1.540 -1.351 -0.04


[4]
38
Properties=species:S:1:pos:R:3:mulliken_charge:R:1 method="wB97M-V/def2-TZVPD" e_tot_ha=-1004.64217 orbital_gap_ev=5.536 largest_force_ev_per_a=2.96 homo_energy_ev=-7.097
C 2.319 0.940 -2.633 -1.27
C 2.403 0.233 -1.351 0.50
N 3.578 -0.363 -1.005 -0.71
C 3.366 -0.979 0.183 0.47
C 4.397 -1.731 0.937 -1.12
C 1.996 -0.737 0.543 -0.63
N 1.417 0.038 -0.401 0.19
H 1.306 1.330 -2.829 0.28
H 3.057 1.765 -2.617 0.35
H 2.627 0.242 -3.439 0.25
H 3.935 -2.148 1.842 0.29
H 4.840 -2.572 0.379 0.27
H 5.247 -1.108 1.263 0.25
H 1.464 -1.118 1.407 0.36
F -2.039 3.378 4.583 -0.30
C -1.655 2.540 3.562 0.48
C -0.478 2.825 2.866 -0.81
C -0.193 2.070 1.731 -0.28
C -0.992 0.977 1.293 0.50
C -0.656 0.417 -0.014 -0.02
C -1.465 -0.545 -0.761 0.83
C -0.942 -0.894 -2.035 0.03
C -1.586 -1.725 -2.945 -0.86
C -2.860 -2.190 -2.612 0.45
F -3.574 -2.888 -3.558 -0.30
C -3.470 -1.877 -1.396 -0.95
C -2.794 -1.028 -0.500 -0.32
C -2.138 0.689 2.103 -0.12
C -2.509 1.501 3.191 -0.82
H 0.151 3.656 3.176 0.42
H 0.673 2.320 1.115 0.39
H -0.269 1.214 -0.687 0.34
H 0.030 -0.468 -2.308 0.08
H -1.133 -1.967 -3.906 0.43
H -4.476 -2.246 -1.166 0.41
H -3.349 -0.724 0.386 0.14
H -2.767 -0.167 1.889 0.41
H -3.462 1.338 3.712 0.41


[5]
39
Properties=species:S:1:pos:R:3:mulliken_charge:R:1 method="wB97M-V/def2-TZVPD" e_tot_ha=-1149.36544 orbital_gap_ev=8.240 relative_energy_kj_mol=247.22 charge=+1 smiles=CC(C)(C)[N+]#CC(c1cc(F)cc(F)c1)c1cc(F)cc(F)c1 largest_force_ev_per_a=5.43 homo_energy_ev=-12.802
C 0.652 0.389 0.090 -1.46
C 0.635 0.409 1.609 0.80
C 1.946 -0.244 2.005 -1.42
C 0.810 1.874 1.981 -1.54
N -0.558 -0.179 2.203 -0.18
C -1.608 -0.312 2.768 0.31
C -2.942 -1.152 3.405 0.37
C -3.383 -0.249 4.590 0.26
C -3.833 1.092 4.385 -0.54
C -3.612 2.065 5.355 0.21
F -3.958 3.384 5.107 -0.29
C -3.135 1.755 6.621 -0.38
C -2.848 0.412 6.872 0.21
F -2.456 0.042 8.133 -0.28
C -3.070 -0.571 5.924 -0.65
C -4.076 -1.476 2.409 0.20
C -4.375 -2.795 2.002 -0.57
C -4.917 -3.065 0.760 0.19
F -5.096 -4.371 0.377 -0.28
C -5.403 -2.052 -0.070 -0.40
C -5.272 -0.752 0.396 0.18
F -5.817 0.261 -0.379 -0.29
C -4.705 -0.456 1.631 -0.57
H -0.212 0.911 -0.330 0.41
H 1.567 0.914 -0.220 0.41
H 0.687 -0.632 -0.299 0.42
H 2.112 -0.207 3.083 0.41
H 2.010 -1.278 1.661 0.41
H 2.738 0.335 1.511 0.40
H 0.932 1.986 3.063 0.43
H 1.717 2.236 1.475 0.44
H -0.049 2.466 1.649 0.42
H -2.218 -1.972 3.625 0.65
H -4.247 1.426 3.434 0.32
H -3.016 2.493 7.385 0.51
H -2.892 -1.611 6.156 0.52
H -4.066 -3.599 2.653 0.50
H -5.875 -2.284 -1.003 0.50
H -4.663 0.596 1.917 0.35


[6]
46
Properties=species:S:1:pos:R:3:mulliken_spin:R:1 method="wB97M-V/def2-TZVPD" multiplicity=5 e_tot_ha=-1593.40192 orbital_gap_ev="5.969 / 3.938" relative_energy_kj_mol=0.00 charge=+1 largest_force_ev_per_a=0.46 homo_energy_ev="-10.221 / -11.378"
Pd 0.178 -0.129 0.043 1.41
C -3.536 1.203 -2.136 0.02
C -2.615 0.578 -1.135 -0.01
O -1.401 0.803 -1.232 0.10
C -3.184 -0.339 -0.144 0.09
C -2.556 -0.640 1.006 -0.04
C -2.916 -1.768 1.913 0.03
N -1.430 0.125 1.356 0.62
N -1.682 1.380 1.674 0.32
C -0.612 2.189 1.470 0.03
O 0.423 1.797 0.861 0.26
C -0.705 3.574 1.957 0.02
C -1.792 3.987 2.727 0.04
C -1.856 5.293 3.181 -0.02
C -0.841 6.188 2.869 0.03
C 0.242 5.778 2.101 -0.01
C 0.314 4.473 1.646 0.02
H -3.537 0.581 -3.034 0.00
H -3.161 2.186 -2.411 0.00
H -4.555 1.271 -1.763 0.00
H -4.122 -0.817 -0.396 0.01
H -3.915 -2.139 1.695 0.00
H -2.855 -1.459 2.956 0.00
H -2.210 -2.589 1.767 0.00
H -2.575 3.281 2.964 0.01
H -2.697 5.614 3.780 0.00
H -0.893 7.208 3.225 0.00
H 1.031 6.478 1.860 0.00
H 1.152 4.141 1.050 0.00
F 1.630 -6.183 -2.557 0.08
C 2.417 -5.159 -2.547 0.38
C 2.631 -4.462 -1.364 0.06
N 3.445 -3.430 -1.341 0.28
C 3.506 -2.584 -0.148 -0.02
C 2.205 -1.763 -0.044 0.02
O 2.162 -0.946 0.892 0.07
O 1.302 -1.977 -0.889 0.02
C 4.091 -2.911 -2.542 -0.04
O 4.754 -1.928 -2.479 0.08
N 3.863 -3.644 -3.679 -0.02
C 3.044 -4.756 -3.824 0.02
O 2.848 -5.324 -4.857 0.12
H 2.124 -4.752 -0.452 0.01
H 4.360 -1.920 -0.235 0.00
H 3.615 -3.217 0.731 0.01
H 4.309 -3.290 -4.519 0.00


[7]
45
Properties=species:S:1:pos:R:3:mulliken_spin:R:1 method="wB97M-V/def2-TZVPD" multiplicity=6 e_tot_ha=-2587.66729 orbital_gap_ev="8.220 / 5.199" charge=+3 largest_force_ev_per_a=4.04 homo_energy_ev="-18.381 / -18.367"
Fe 1.122 -0.835 -1.775 3.91
O -2.648 -2.965 -2.588 0.00
C -1.427 -2.486 -2.367 0.03
O -1.071 -1.318 -2.653 0.05
C -0.529 -3.405 -1.652 -0.03
C -0.842 -4.603 -1.060 0.00
C 0.281 -5.402 -0.621 0.00
C 1.609 -4.914 -0.740 0.00
C 1.803 -3.599 -1.253 -0.01
N 0.702 -2.857 -1.450 -0.02
C 3.153 -2.745 -1.189 0.01
O 4.347 -3.351 -1.049 0.00
O 3.092 -1.534 -1.277 0.05
H -3.232 -2.433 -3.176 0.00
H -1.862 -4.989 -0.980 0.00
H 0.134 -6.418 -0.248 0.00
H 2.474 -5.541 -0.479 0.00
H 4.248 -4.347 -1.048 0.00
C -1.350 1.501 -2.001 -0.01
C -0.049 1.781 -1.371 -0.05
N 1.089 1.097 -1.587 0.05
C 2.136 1.910 -1.133 0.02
C 1.658 2.983 -0.500 0.00
N 0.244 2.912 -0.641 0.00
C -0.709 3.870 -0.090 0.00
N -1.415 3.498 1.128 -0.02
N -2.370 4.384 1.610 0.25
N -2.693 4.025 2.814 -0.07
C -1.909 2.893 3.186 0.25
C -1.863 2.190 4.420 0.06
C -0.785 1.334 4.539 0.06
C 0.211 1.175 3.514 0.25
C 0.017 1.676 2.264 0.08
C -1.052 2.598 2.158 0.13
H -1.118 1.168 -3.018 0.00
H -2.022 2.355 -2.068 0.00
H -1.874 0.628 -1.515 0.01
H 3.170 1.676 -1.312 0.00
H 2.126 3.747 0.081 0.00
H -1.482 4.249 -0.835 0.00
H -0.088 4.754 0.205 0.00
H -2.564 2.426 5.217 0.00
H -0.432 0.904 5.452 0.01
H 1.150 0.639 3.700 0.00
H 0.623 1.371 1.387 0.04


[8]
38
Properties=species:S:1:pos:R:3:mulliken_spin:R:1 method="wB97M-V/def2-TZVPD" multiplicity=3 e_tot_ha=-1008.10105 orbital_gap_ev="6.501 / 7.809" relative_energy_kj_mol=0.00 largest_force_ev_per_a=0.36 homo_energy_ev="-6.444 / -7.987"
Pd -0.836 0.235 0.698 1.23
C -2.824 -3.321 -1.022 0.00
C -1.826 -3.823 -1.851 0.00
C -0.598 -3.186 -1.906 0.01
C -0.363 -2.049 -1.131 -0.20
C -1.359 -1.533 -0.292 0.48
C -2.587 -2.187 -0.255 -0.08
C 0.931 -1.330 -1.161 0.04
C 2.074 -1.822 -1.847 0.00
C 3.234 -1.122 -1.820 0.01
C 3.306 0.102 -1.117 0.00
C 4.481 0.886 -1.044 0.00
C 4.485 2.061 -0.353 0.00
C 3.309 2.503 0.294 0.01
C 2.163 1.766 0.242 0.04
C 2.135 0.540 -0.464 0.01
N 0.981 -0.192 -0.501 0.04
H -3.786 -3.820 -0.977 0.00
H -2.008 -4.703 -2.454 0.00
H 0.166 -3.579 -2.567 0.00
H -3.378 -1.809 0.382 0.01
H 2.018 -2.761 -2.376 0.00
H 4.116 -1.492 -2.332 0.00
H 5.377 0.539 -1.547 0.00
H 5.386 2.657 -0.301 0.00
H 3.320 3.440 0.837 0.00
H 1.255 2.093 0.729 -0.04
N -2.848 2.124 4.041 0.00
C -2.377 1.577 2.901 0.02
O -1.421 0.802 2.922 0.02
C -3.070 1.929 1.612 -0.13
C -2.067 1.968 0.465 0.45
H -2.405 1.886 4.912 0.00
H -3.607 2.780 4.034 0.00
H -3.636 2.861 1.732 0.03
H -3.804 1.135 1.437 0.01
H -1.374 2.806 0.578 0.02
H -2.562 2.037 -0.500 0.01


[9]
40
Properties=species:S:1:pos:R:3:mulliken_charge:R:1 method="wB97M-V/def2-TZVPD" e_tot_ha=-1065.02647 orbital_gap_ev=8.355 relative_energy_kj_mol=0.00 smiles="C=CCc1cccc(/C=N/NC(=O)c2ccc3nc[nH]c3c2)c1O" largest_force_ev_per_a=0.93 homo_energy_ev=-8.238
C -5.970 2.319 2.618 -0.83
C -4.798 2.166 2.032 0.02
C -4.493 2.589 0.626 -1.09
C -4.143 1.379 -0.199 0.48
C -5.108 0.711 -0.928 -0.32
C -4.796 -0.423 -1.668 -0.85
C -3.503 -0.892 -1.676 -0.76
C -2.498 -0.245 -0.948 0.63
C -1.158 -0.772 -0.992 0.07
N -0.196 -0.233 -0.350 -0.61
N 1.042 -0.752 -0.414 -0.19
C 2.085 -0.130 0.228 0.27
O 1.939 0.903 0.844 -0.60
C 3.396 -0.815 0.073 0.64
C 3.514 -2.207 -0.083 -0.56
C 4.739 -2.822 -0.213 -0.98
C 5.877 -2.023 -0.189 0.74
N 7.203 -2.353 -0.297 -0.75
C 7.847 -1.235 -0.191 -0.23
N 7.041 -0.149 -0.019 -0.06
C 5.754 -0.621 -0.011 0.40
C 4.525 -0.007 0.128 -0.91
C -2.822 0.903 -0.195 0.24
O -1.916 1.574 0.528 -0.61
H -6.150 1.995 3.629 0.27
H -6.801 2.785 2.113 0.24
H -3.976 1.695 2.553 0.29
H -5.353 3.101 0.194 0.48
H -3.635 3.265 0.639 0.32
H -6.122 1.083 -0.919 0.40
H -5.563 -0.930 -2.232 0.40
H -3.247 -1.772 -2.249 0.35
H -0.999 -1.666 -1.610 0.30
H 1.207 -1.573 -0.997 0.39
H 2.626 -2.823 -0.065 0.44
H 4.826 -3.891 -0.324 0.43
H 8.917 -1.152 -0.235 0.41
H 7.327 0.809 0.093 0.17
H 4.415 1.056 0.273 0.44
H -1.034 1.152 0.434 0.55


[10]
42
Properties=species:S:1:pos:R:3:mulliken_charge:R:1 method="wB97M-V/def2-TZVPD" e_tot_ha=-1861.45190 orbital_gap_ev=8.573 relative_energy_kj_mol=48.68 smiles="CN(CCC#N)C(=O)CSc1nc2scc(-c3ccccc3)c2c(=O)[nH]1" largest_force_ev_per_a=0.81 homo_energy_ev=-8.106
C 2.059 -1.361 -3.269 -0.97
N 1.027 -0.506 -3.813 0.14
C 1.375 0.842 -4.214 -0.98
C 1.195 1.864 -3.077 -0.31
C 2.195 1.713 -2.055 0.26
N 3.010 1.591 -1.262 -0.49
C -0.287 -0.820 -3.856 0.36
O -1.131 -0.006 -4.178 -0.65
C -0.679 -2.257 -3.540 -0.44
S -2.194 -2.228 -2.540 -0.22
C -1.525 -1.530 -1.088 0.15
N -0.241 -1.414 -0.975 -0.13
C 0.201 -0.895 0.191 0.25
S 1.883 -0.764 0.549 -0.19
C 1.508 -0.100 2.096 -0.61
C 0.174 0.027 2.339 0.36
C -0.363 0.582 3.585 0.60
C -1.356 1.556 3.562 -0.22
C -1.843 2.078 4.746 -0.69
C -1.345 1.639 5.961 -0.38
C -0.351 0.676 5.990 -0.59
C 0.141 0.152 4.809 -0.53
C -0.601 -0.445 1.236 -0.53
C -2.034 -0.594 1.118 0.48
O -2.899 -0.322 1.917 -0.67
N -2.400 -1.159 -0.123 -0.08
H 2.229 -2.229 -3.911 0.33
H 1.795 -1.691 -2.263 0.25
H 2.985 -0.796 -3.199 0.40
H 2.405 0.850 -4.578 0.51
H 0.701 1.126 -5.027 0.42
H 1.266 2.877 -3.482 0.39
H 0.202 1.735 -2.638 0.28
H 0.070 -2.824 -2.999 0.31
H -0.954 -2.761 -4.467 0.42
H 2.314 0.186 2.742 0.54
H -1.743 1.905 2.618 0.40
H -2.616 2.832 4.719 0.37
H -1.731 2.046 6.884 0.38
H 0.041 0.330 6.935 0.37
H 0.908 -0.609 4.830 0.45
H -3.393 -1.296 -0.270 0.26


[11]
48
Properties=species:S:1:pos:R:3:mulliken_spin:R:1 method="wB97M-V/def2-TZVPD" multiplicity=5 e_tot_ha=-2004.63116 orbital_gap_ev="7.820 / 4.694" largest_force_ev_per_a=1.22 homo_energy_ev="-8.238 / -8.429"
Rh -0.490 1.167 -0.032 2.53
O -5.703 4.179 3.594 0.38
C -6.060 3.305 2.834 0.04
O -6.991 2.578 2.564 0.31
C -4.685 2.719 2.052 0.23
C -4.836 1.660 1.177 0.00
C -3.683 1.218 0.557 0.01
N -2.488 1.768 0.788 0.07
C -2.372 2.778 1.648 0.00
C -3.474 3.309 2.312 0.00
C -0.969 3.326 1.929 0.02
O -0.903 4.360 2.565 0.01
O -0.002 2.605 1.487 0.10
H -5.794 1.203 0.990 0.00
H -3.712 0.395 -0.146 0.00
H -3.337 4.138 2.987 0.00
N 5.672 -4.240 -2.033 0.00
C 4.641 -3.338 -1.960 0.00
C 4.790 -2.146 -1.243 0.00
C 3.754 -1.237 -1.173 0.00
C 2.560 -1.504 -1.829 0.00
C 2.397 -2.681 -2.552 0.00
C 3.429 -3.591 -2.616 0.00
S 1.233 -0.391 -1.729 -0.01
O 1.734 0.849 -1.116 0.03
O 0.632 -0.262 -3.032 0.00
N 0.068 -0.916 -0.739 0.11
C 0.379 -1.313 0.560 0.01
N -0.366 -0.664 1.478 0.06
C -0.139 -0.932 2.759 0.00
C 0.798 -1.867 3.150 0.00
C 1.506 -2.480 2.129 0.00
N 1.314 -2.215 0.843 0.00
H 6.512 -4.098 -1.507 0.00
H 5.543 -5.128 -2.479 0.00
H 5.728 -1.938 -0.742 0.00
H 3.861 -0.319 -0.612 0.00
H 1.463 -2.875 -3.064 0.00
H 3.309 -4.508 -3.183 0.00
H -0.721 -0.369 3.481 0.00
H 0.982 -2.090 4.189 0.00
H 2.273 -3.215 2.352 0.00
C -1.656 2.060 -2.916 0.01
O -0.667 2.456 -1.954 0.05
H -1.485 1.035 -3.246 0.00
H -1.641 2.737 -3.769 0.00
H -2.619 2.144 -2.418 0.00
H 0.214 2.326 -2.335 0.00